[1]
DFT (ωB97M-V with the def2-TZVPD basis set) results for a structure of composition C21H35FIrP2 at a distorted geometry.

Geometry as XYZ:
```
60
Properties=species:S:1:pos:R:3:forces:R:3:lowdin_spin:R:1
P -0.1140 -2.1768 -2.1176 -0.20 -0.62 -1.90 0.20
P 0.2919 1.7580 -2.1209 -0.08 2.34 -3.49 0.04
C -0.5054 -0.8490 -3.2735 0.22 0.53 -0.68 0.00
C 0.4495 0.3707 -3.3549 0.05 -0.77 0.15 0.01
H -1.5618 -0.5340 -3.1374 0.63 -0.34 -0.17 0.00
H -0.4408 -1.3567 -4.2572 -0.19 0.23 0.35 0.00
H 1.5071 0.0409 -3.3924 -0.59 0.20 0.04 0.00
H 0.2525 0.8608 -4.3301 0.07 0.08 0.63 0.00
C -1.0959 2.6955 -2.8548 -0.55 -0.13 0.41 0.01
H -1.3768 3.5053 -2.1686 0.08 -0.10 -0.23 0.00
H -1.9776 2.0533 -2.9667 0.09 0.15 0.02 0.00
H -0.8476 3.1210 -3.8422 0.09 -0.31 0.51 0.00
C 1.6683 2.8194 -2.6742 0.57 -0.10 0.28 0.01
H 1.4612 3.2598 -3.6591 -0.10 -0.33 0.26 0.00
H 2.5993 2.2510 -2.7474 -0.01 0.08 0.07 0.00
H 1.8360 3.6493 -1.9798 -0.11 -0.17 -0.01 0.00
C -1.3879 -3.4183 -2.5233 -0.09 -0.34 -0.17 0.07
H -1.3710 -4.2267 -1.7823 -0.01 0.15 -0.22 0.00
H -1.1929 -3.8344 -3.5208 0.01 0.07 0.22 0.01
H -2.3741 -2.9353 -2.5157 0.26 -0.12 0.09 0.00
C 1.4621 -3.0045 -2.5857 0.27 -0.44 -0.75 0.08
H 2.2728 -2.2677 -2.6789 -0.30 -0.10 0.11 0.00
H 1.3860 -3.5585 -3.5289 -0.10 0.10 0.12 0.01
H 1.7497 -3.7108 -1.7925 -0.24 0.19 -0.25 0.00
Ir 1.1659 -0.8437 3.8046 1.31 -2.75 -1.34 1.97
C 0.1278 1.8651 -0.3311 1.10 -1.14 0.99 0.09
C -1.2491 1.5833 0.0526 -0.73 1.44 0.35 0.61
C -2.0289 0.4362 -0.3706 -0.89 -0.44 0.01 0.09
C -1.7071 -0.8608 0.3738 -0.69 -0.28 -0.35 0.08
C -0.7706 -1.7678 -0.3967 0.79 0.03 3.00 0.27
C 0.6868 -1.5161 -0.5896 0.54 -0.13 2.50 0.23
C 1.6104 -0.2985 -0.4897 0.78 0.27 -0.50 0.04
C 1.2388 0.9495 0.3221 0.30 0.13 0.05 0.06
C 0.9314 -2.8073 3.7794 -0.42 -1.73 0.60 0.16
H 0.3481 2.9306 -0.1175 0.05 -0.50 -0.24 0.00
H -1.8079 2.4282 0.4392 0.13 -0.08 0.21 0.03
H -1.8940 0.2341 -1.4497 -0.20 0.16 0.27 0.02
H -3.0958 0.6596 -0.2169 0.37 -0.02 -0.20 0.00
H -1.2862 -0.6831 1.3866 0.18 -0.01 -0.61 0.02
H -2.6451 -1.4016 0.5660 0.25 0.05 -0.26 0.00
H -0.9113 -2.7736 0.0243 0.27 0.05 -0.31 0.01
H 1.2731 -2.3510 -0.1707 -0.46 0.11 -0.40 0.01
H 1.9482 0.0252 -1.4931 -0.14 -0.21 0.37 0.01
H 2.5625 -0.7116 -0.0928 -0.63 0.31 0.07 0.01
H 0.9705 0.6351 1.3433 -0.23 0.37 -0.36 0.01
H 2.1643 1.5559 0.4019 -0.45 -0.32 -0.04 0.00
H 1.7677 -3.2787 4.3248 -0.46 -0.23 -0.19 0.04
H 0.8167 -3.2216 2.7554 0.17 0.15 0.52 0.03
H -0.0249 -2.9548 4.3319 0.58 -0.40 -0.27 0.02
F -0.6235 3.1593 6.5837 0.01 -0.95 -1.21 0.01
C -0.4158 2.2963 5.5272 0.76 1.08 1.48 0.05
C 0.8887 2.0992 5.1361 -0.02 -0.85 -0.93 0.02
C 1.1183 1.1452 4.0882 -1.45 3.78 1.45 0.16
C -0.0638 0.5540 3.4819 -0.04 1.06 -1.30 0.35
C -1.3799 0.8108 3.8687 0.15 0.81 1.77 0.10
C -1.5341 1.6776 4.9676 -0.64 -0.88 -1.17 0.04
H 1.7520 2.6098 5.5338 -0.28 0.32 0.38 0.00
H 2.1031 1.2180 3.5861 -0.17 -0.04 0.06 0.03
H -2.2133 0.2445 3.4354 0.24 0.41 0.27 0.01
H -2.5136 1.8409 5.4088 0.17 0.18 -0.05 0.00
```
Positions in Å, forces in eV/Å.

Summary:
Charge ... +2
Energy relative to the best compared isomer or geometry (same formula, charge and spin) ... 1.789 eV
E_LUMO (spin up / spin down) ... -0.1997 / -0.2996 hartree
Orbital gap (spin up / spin down) ... 6.124 / 5.233 eV
⟨S²⟩ ... 8.777
Spin multiplicity ... 6

=====

[2]
DFT (ωB97M-V with the def2-TZVPD basis set) results for a structure of composition C21H35N3O2PdSi4Te at a distorted geometry.

Geometry as XYZ:
```
67
Properties=species:S:1:pos:R:3:forces:R:3:nbo_charge:R:1
Pd 2.9662 0.1507 0.3513 -0.32 0.55 0.97 0.76
O 5.8878 2.9416 -0.1058 -0.04 -0.16 0.06 -0.54
C 5.1477 1.9862 -0.0700 -0.21 0.28 -0.01 0.64
N 4.1687 1.6813 0.8429 0.72 -0.03 0.23 -0.70
C 3.7453 2.5014 1.8639 0.07 0.05 -0.30 0.63
O 4.0818 3.6326 2.1222 0.04 -0.14 0.03 -0.54
C 2.7261 1.7721 2.7000 -0.05 -0.06 0.18 0.13
C 2.3303 2.2719 3.9225 -0.01 0.01 0.08 -0.20
C 1.4905 1.5071 4.7165 0.00 0.02 0.01 -0.14
C 1.0779 0.2674 4.2576 0.07 -0.04 0.03 -0.24
C 1.4890 -0.1548 3.0054 0.01 -0.01 0.03 0.06
N 2.2869 0.5887 2.2417 -0.50 0.04 -0.25 -0.43
C 5.2121 0.9162 -1.1392 0.18 -0.12 -0.05 0.13
C 6.1888 0.9549 -2.1107 0.05 -0.05 -0.05 -0.20
C 6.2470 -0.0701 -3.0429 -0.03 -0.01 0.00 -0.14
C 5.3273 -1.1047 -2.9676 0.12 0.04 0.01 -0.24
C 4.3668 -1.0753 -1.9739 -0.05 -0.01 -0.05 0.06
N 4.3111 -0.0812 -1.0862 -0.06 0.07 -0.77 -0.42
H 2.7093 3.2383 4.2244 0.00 0.00 0.00 0.26
H 1.1721 1.8691 5.6851 -0.01 0.00 -0.01 0.23
H 0.4313 -0.3680 4.8459 0.00 0.00 0.00 0.24
H 1.1771 -1.1024 2.5937 -0.01 0.08 -0.03 0.23
H 6.8792 1.7863 -2.1036 0.00 0.00 0.00 0.26
H 7.0039 -0.0653 -3.8159 -0.01 0.01 0.00 0.23
H 5.3414 -1.9248 -3.6705 0.00 0.00 0.00 0.23
H 3.6129 -1.8433 -1.8771 -0.06 0.04 -0.02 0.24
C -1.7444 -1.5276 -3.8290 -0.03 -0.04 -0.11 -1.11
Si -2.6067 -0.3845 -2.6225 0.05 0.01 0.11 1.30
C -2.5487 1.3719 -3.2851 -0.05 0.01 -0.06 -1.11
C -4.3980 -0.9373 -2.4620 -0.05 0.01 -0.07 -1.11
Si -1.5436 -0.4256 -0.5291 0.22 0.12 0.03 -0.21
Te 0.8370 -0.0004 -1.2237 0.11 -0.52 -0.11 -0.57
Si -2.3194 1.4113 0.7112 -0.07 -0.26 -0.09 1.29
C -1.9574 1.1528 2.5366 -0.01 0.08 0.08 -1.11
C -4.1822 1.5582 0.4745 -0.01 0.08 0.08 -1.11
C -1.4772 2.9752 0.1311 0.00 0.12 0.05 -1.12
Si -1.8606 -2.4931 0.5024 -0.10 0.16 -0.08 1.29
C -3.6637 -2.6369 1.0168 -0.01 -0.06 0.08 -1.11
C -0.7861 -2.6523 2.0343 0.04 -0.14 0.04 -1.11
C -1.4226 -3.8703 -0.6891 0.01 -0.11 0.02 -1.11
H -2.2199 -1.4579 -4.8122 0.00 -0.01 0.01 0.23
H -1.8011 -2.5682 -3.5020 0.03 0.02 0.00 0.23
H -0.6923 -1.2642 -3.9411 0.02 0.00 0.03 0.25
H -2.9212 1.4044 -4.3129 0.01 0.00 0.00 0.23
H -1.5273 1.7592 -3.2830 -0.01 -0.01 0.01 0.25
H -3.1706 2.0434 -2.6887 0.03 0.01 0.01 0.23
H -4.8985 -0.8592 -3.4320 0.00 0.00 0.02 0.24
H -4.9572 -0.3289 -1.7488 0.01 -0.02 0.01 0.24
H -4.4608 -1.9809 -2.1447 0.00 0.02 0.00 0.23
H -2.4139 0.2335 2.9122 0.03 -0.01 -0.01 0.23
H -2.3411 1.9829 3.1373 0.01 0.01 -0.02 0.23
H -0.8788 1.0950 2.6986 -0.08 0.00 -0.01 0.23
H -4.6967 0.6414 0.7722 0.01 -0.01 -0.02 0.23
H -4.4322 1.7650 -0.5680 0.00 -0.02 0.00 0.23
H -4.5858 2.3765 1.0778 0.00 0.00 0.00 0.24
H -0.3909 2.8749 0.1803 -0.02 -0.01 -0.02 0.25
H -1.7743 3.8203 0.7593 0.00 0.00 -0.02 0.23
H -1.7428 3.2118 -0.9011 0.02 -0.02 0.00 0.24
H -3.9240 -1.8661 1.7469 -0.01 0.01 -0.02 0.23
H -3.8567 -3.6083 1.4810 -0.01 0.00 -0.01 0.23
H -4.3373 -2.5327 0.1640 0.01 0.02 0.01 0.24
H -0.8718 -1.7741 2.6771 -0.04 -0.03 -0.01 0.23
H 0.2587 -2.7805 1.7377 -0.03 0.03 0.01 0.23
H -1.0747 -3.5308 2.6183 0.00 0.00 -0.01 0.24
H -2.1470 -3.9335 -1.5039 0.01 0.02 0.00 0.24
H -1.4121 -4.8365 -0.1766 0.00 0.00 -0.01 0.23
H -0.4346 -3.7039 -1.1237 -0.01 0.01 -0.01 0.25
```
Positions in Å, forces in eV/Å.

Summary:
Charge ... 0
Energy relative to the best compared isomer or geometry (same formula, charge and spin) ... 0.538 eV
E_LUMO (spin up / spin down) ... -0.0228 / -0.0228 hartree
Orbital gap (spin up / spin down) ... 6.296 / 6.296 eV

=====

[3]
DFT (ωB97M-V with the def2-TZVPD basis set) results for an isolated molecule of C21H35N3O4.

Geometry as XYZ:
```
63
Properties=species:S:1:pos:R:3:forces:R:3:nbo_charge:R:1
C 1.9035 3.8810 -0.3268 0.03 0.07 0.02 -0.38
C 1.1766 2.8049 -0.0768 0.23 0.01 -0.09 -0.18
C 0.8100 1.7784 -1.1058 -0.62 0.13 0.08 -0.44
C 1.3809 0.3793 -0.8597 0.43 -0.33 0.39 -0.13
C 1.5624 0.0907 0.6238 -0.01 0.06 0.02 0.70
O 2.6541 0.0915 1.1650 -0.03 -0.03 0.03 -0.63
N 0.4155 -0.1460 1.2969 -0.28 0.01 -0.01 -0.63
C 0.3723 -0.3761 2.7204 0.09 0.03 -0.02 -0.14
C 0.8018 -1.7989 3.0710 0.05 -0.14 0.14 -0.61
C -1.0667 -0.1129 3.1647 -0.01 -0.01 -0.12 0.68
O -1.9777 -0.0571 2.3526 -0.01 0.03 0.02 -0.65
N -1.2395 0.0287 4.4928 0.01 0.09 0.03 -0.60
C -2.5296 0.2520 5.1147 -0.19 -0.20 0.17 -0.22
C -2.4886 1.3345 6.1858 0.03 0.23 0.02 -0.22
C -1.5192 1.0114 7.3182 0.04 -0.09 -0.02 -0.61
C -3.8912 1.5749 6.7298 -0.10 -0.02 -0.01 -0.60
C 0.6586 -0.7427 -1.6563 0.09 0.35 -0.63 -0.19
N 1.8361 -0.8029 -2.5207 -0.11 0.28 -0.14 -0.45
C 2.1658 -1.5037 -3.6385 0.16 -0.55 0.19 0.69
O 3.3226 -1.7661 -3.9063 0.08 0.47 -0.19 -0.60
C 1.0014 -1.9904 -4.4945 -0.21 -0.34 0.40 -0.31
C 1.3434 -3.3245 -5.1405 0.16 -0.11 -0.17 -0.60
C 0.5454 -0.9594 -5.5245 -0.22 0.40 -0.32 0.28
O 1.5499 -0.8581 -6.5065 0.09 -0.06 0.10 -0.71
C -0.9026 -1.2338 -6.0161 -0.06 -0.47 0.11 -0.43
C -1.4156 -0.2197 -4.9724 0.07 0.22 -0.37 -0.41
C 0.0113 0.3673 -4.9234 0.16 0.02 0.42 -0.43
C 2.6577 0.0720 -1.6804 -0.03 -0.32 -0.24 -0.18
H 2.1345 4.5953 0.4526 0.01 0.01 -0.02 0.20
H 2.2916 4.0836 -1.3187 0.00 0.00 0.00 0.19
H 0.8077 2.6345 0.9307 0.01 -0.02 -0.01 0.20
H -0.2862 1.7097 -1.1178 0.02 -0.07 0.02 0.22
H 1.0941 2.1235 -2.1025 0.08 -0.05 0.01 0.22
H -0.4952 -0.0733 0.8614 0.05 -0.01 -0.06 0.43
H 1.0410 0.3372 3.2118 0.01 -0.02 0.01 0.22
H 0.7675 -1.9743 4.1482 -0.01 0.02 -0.01 0.21
H 0.1473 -2.5245 2.5861 -0.03 0.04 -0.01 0.21
H 1.8233 -1.9684 2.7351 0.00 0.05 -0.04 0.24
H -0.4364 -0.0535 5.0925 0.04 -0.01 -0.05 0.40
H -3.2426 0.5246 4.3396 0.12 0.01 -0.13 0.24
H -2.8937 -0.6862 5.5528 0.01 0.03 0.05 0.19
H -2.1545 2.2612 5.7054 0.03 -0.04 -0.03 0.20
H -1.7921 0.0747 7.8123 -0.02 0.00 -0.01 0.21
H -0.4875 0.9210 6.9706 0.00 0.01 0.02 0.20
H -1.5291 1.7999 8.0708 -0.01 0.01 0.00 0.22
H -4.2844 0.6806 7.2201 0.02 -0.01 0.00 0.20
H -3.8898 2.3827 7.4621 0.01 -0.01 0.02 0.21
H -4.5843 1.8520 5.9334 0.01 -0.02 -0.01 0.21
H 0.4909 -1.6758 -1.1141 -0.08 0.04 0.10 0.20
H -0.2552 -0.4194 -2.1634 -0.08 -0.07 0.13 0.19
H 0.1549 -2.1627 -3.8179 -0.03 0.16 -0.03 0.21
H 1.6220 -4.0574 -4.3834 -0.03 0.01 0.03 0.21
H 0.4943 -3.7171 -5.7013 -0.02 0.03 0.01 0.20
H 2.1847 -3.2176 -5.8209 0.01 0.04 0.03 0.24
H 1.2896 -0.1805 -7.1368 -0.01 0.02 -0.02 0.47
H -1.0477 -0.8922 -7.0420 0.07 0.15 0.03 0.21
H -1.2618 -2.2629 -5.9600 0.00 0.03 0.05 0.21
H -2.2051 0.4537 -5.2993 -0.05 -0.02 0.07 0.21
H -1.7119 -0.6922 -4.0379 0.01 -0.02 0.02 0.20
H 0.4148 0.6847 -3.9626 -0.01 -0.02 -0.01 0.21
H 0.1454 1.1989 -5.6180 -0.08 -0.10 -0.14 0.21
H 3.0696 0.9205 -2.2283 0.09 -0.01 0.05 0.20
H 3.4460 -0.4545 -1.1473 0.01 0.09 0.12 0.23
```
Positions in Å, forces in eV/Å.

Summary:
Charge ... 0
Energy relative to the best compared isomer or geometry (same formula, charge and spin) ... 1.203 eV
E_LUMO ... 0.0200 hartree
Orbital gap ... 9.488 eV
SMILES ... C=CCC1(C(=O)N[C@H](C)C(=O)NCC(C)C)CN(C(=O)[C@H](C)C2(O)CCC2)C1